Entry 1:
Molecular formula: C5H13NO
Method: DFT, ωB97M-V/def2-TZVPD

Values from the calculation:
DFT total energy: -8932.9216 eV
ΔE to the lowest compared entry with this formula, charge and spin: 1.089 eV
charge: 0
lowest unoccupied orbital energy: 1.1 eV

Each line ends with the Löwdin charge.
Positions of all 20 atoms, in Å:
1 C -0.25 -0.91 2.24  -0.106
2 C -0.57 -0.79 0.75  -0.215
3 C 0.50 0.11 0.07  -0.405
4 C 1.77 -0.67 -0.16  -0.059
5 N 0.03 0.57 -1.25  -0.047
6 C -1.08 1.50 -1.33  -0.327
7 O -1.17 1.92 -2.64  -0.040
8 H 0.68 -1.42 2.46  0.063
9 H -0.26 0.08 2.69  0.074
10 H -1.02 -1.49 2.76  0.070
11 H -0.66 -1.79 0.32  0.114
12 H -1.50 -0.28 0.57  0.084
13 H 0.53 1.00 0.69  0.138
14 H 2.01 -1.35 0.64  0.062
15 H 1.63 -1.34 -1.01  0.081
16 H 2.69 -0.12 -0.32  0.077
17 H -0.18 -0.20 -1.87  0.116
18 H -0.84 2.34 -0.67  0.122
19 H -1.99 1.04 -0.93  0.109
20 H -0.30 1.80 -3.03  0.091


Entry 2:
Molecular formula: FH2PS3
Method: DFT, ωB97M-V/def2-TZVPD

Values from the calculation:
DFT total energy: -44544.8007 eV
ΔE to the lowest compared entry with this formula, charge and spin: 1.434 eV
charge: 0
lowest unoccupied orbital energy: -1.5 eV

Each line ends with the Löwdin charge.
Positions of all 7 atoms, in Å:
1 F 1.24 -3.13 -1.17  -0.489
2 P 0.17 -1.94 -0.79  0.393
3 S -0.82 -2.89 0.59  0.112
4 S 0.63 1.51 -0.30  0.129
5 S -0.95 2.63 0.30  0.188
6 H 1.51 2.19 0.55  -0.162
7 H -1.78 1.64 0.82  -0.171


Entry 3:
Molecular formula: C5H6N2O3
Method: DFT, ωB97M-V/def2-TZVPD

Values from the calculation:
DFT total energy: -14403.4730 eV
ΔE to the lowest compared entry with this formula, charge and spin: 1.439 eV
charge: 0
lowest unoccupied orbital energy: 0.0 eV

Each line ends with the Löwdin charge.
Positions of all 16 atoms, in Å:
1 C -2.67 1.24 -0.67  -0.029
2 O -1.68 0.16 -0.82  -0.120
3 C -1.06 -0.18 0.36  -0.056
4 C 0.28 -0.62 0.33  -0.120
5 N 1.18 -0.81 1.41  0.162
6 C 2.39 -0.49 0.85  -0.516
7 O 3.45 -0.28 1.45  0.050
8 N 2.38 -0.57 -0.55  0.180
9 C 1.01 -0.62 -0.98  -0.313
10 O 0.76 -1.18 -2.08  0.062
11 H -2.18 2.18 -0.32  0.104
12 H -3.21 1.28 -1.58  0.077
13 H -3.38 1.07 0.10  0.071
14 H -1.54 0.06 1.34  0.137
15 H 1.10 -0.31 2.25  0.141
16 H 3.17 -0.92 -1.09  0.173


Entry 4:
Molecular formula: C2H3N3O
Method: DFT, ωB97M-V/def2-TZVPD

Values from the calculation:
DFT total energy: -8639.1572 eV
ΔE to the lowest compared entry with this formula, charge and spin: 1.337 eV
charge: 0
lowest unoccupied orbital energy: 1.1 eV

Each line ends with the Löwdin charge.
Positions of all 9 atoms, in Å:
1 O 1.55 -0.26 1.31  0.062
2 C 0.61 -0.14 0.36  -0.414
3 C 0.54 -0.17 -1.04  -0.066
4 N -0.72 0.13 -1.38  0.052
5 N -1.32 0.32 -0.23  -0.096
6 N -0.59 0.14 0.85  0.093
7 H 0.97 -0.03 2.06  0.112
8 H 1.27 -0.38 -1.81  0.105
9 H -2.32 0.39 -0.12  0.153


Entry 5:
Molecular formula: C5H6BrNO2
Method: DFT, ωB97M-V/def2-TZVPD

Values from the calculation:
DFT total energy: -80903.1039 eV
ΔE to the lowest compared entry with this formula, charge and spin: 4.812 eV
charge: 0
lowest unoccupied orbital energy (alpha / beta): 0.5 / 0.5 eV

Each line ends with the Löwdin charge.
Positions of all 15 atoms, in Å:
1 O -0.99 -1.27 1.72  -0.068
2 N 0.11 -1.13 1.18  -0.246
3 C 0.62 -0.03 0.64  -0.647
4 Br 2.35 -0.17 0.05  0.856
5 C -0.23 1.23 0.46  -0.275
6 C 0.45 2.52 0.20  -0.116
7 O -0.19 1.80 -0.82  -0.037
8 H 0.65 -2.01 1.24  0.143
9 H -1.16 1.32 0.92  0.129
10 H 0.00 3.39 0.60  0.103
11 H 1.51 2.49 -0.01  0.083
12 C -0.36 -2.08 -1.17  -0.010
13 C 0.42 -3.00 -1.29  0.024
14 H -0.89 -1.14 -1.39  0.070
15 H 0.94 -3.85 -1.07  -0.008


Entry 6:
Molecular formula: C5H8O2
Method: DFT, ωB97M-V/def2-TZVPD

Values from the calculation:
DFT total energy: -9408.2761 eV
ΔE to the lowest compared entry with this formula, charge and spin: 1.556 eV
charge: 0
lowest unoccupied orbital energy: 1.0 eV

Each line ends with the Löwdin charge.
Positions of all 15 atoms, in Å:
1 C -0.76 1.29 -0.30  -0.014
2 C -0.37 -0.13 0.03  -0.554
3 C -1.38 -0.97 0.77  -0.016
4 C 0.65 -0.79 -0.77  -0.117
5 C 2.97 1.01 -0.19  0.026
6 O 3.59 0.60 0.67  0.047
7 O 0.95 -0.30 0.53  -0.107
8 H 0.08 1.83 -0.75  0.078
9 H -1.60 1.30 -1.00  0.089
10 H -1.07 1.83 0.61  0.087
11 H -0.93 -1.93 1.03  0.088
12 H -1.69 -0.47 1.69  0.087
13 H -2.27 -1.14 0.15  0.088
14 H 0.67 -1.88 -0.87  0.118
15 H 1.12 -0.24 -1.59  0.100